(1)
Density functional theory data (ωB97M-V/def2-TZVPD) for one molecule with the formula C5H10N2O2 in a non-equilibrium geometry.

Cartesian coordinates (Å):
N: 2.07267 -0.38479 0.59955
C: 0.69311 -0.23539 0.78439
N: 0.36019 -0.51419 2.40991
O: -0.77321 -0.76371 2.72250
O: 1.31414 -0.39935 3.13916
C: -0.20115 -1.17406 -0.01748
C: -1.06559 -0.25727 -0.88721
C: -1.22219 0.99075 -0.02278
C: 0.18327 1.18829 0.53924
H: 2.38248 -1.34522 0.67958
H: 2.60924 0.19571 1.23526
H: -0.84417 -1.73384 0.66393
H: 0.38938 -1.87770 -0.60127
H: -2.01823 -0.71443 -1.14401
H: -0.53740 -0.00696 -1.80749
H: -1.57229 1.85541 -0.58219
H: -1.92049 0.78986 0.78981
H: 0.83381 1.64644 -0.20748
H: 0.20348 1.80767 1.43571

Summary:
* highest occupied orbital energy: -9.735 eV
* Kohn-Sham gap: 10.70 eV
* SMILES: NC1([N+](=O)[O-])CCCC1
* total energy: -456.4322 Ha

---

(2)
Density functional theory data (ωB97M-V/def2-TZVPD) for C31H48GdO3P2 as an isolated structure in a non-equilibrium geometry.

Cartesian coordinates (Å):
Gd: -0.51240 0.99371 2.52495
C: 1.36897 1.02257 4.15248
C: 2.11238 1.19927 2.93994
C: 0.64013 2.97850 3.12557
C: 0.45838 2.14633 4.28045
C: 1.66597 2.38829 2.31586
C: 1.62142 -0.06539 5.13099
H: 2.23563 -0.86732 4.69154
H: 0.67947 -0.52351 5.46082
H: 2.14850 0.31280 6.02404
C: -0.83642 2.18124 4.99896
H: -0.92324 1.37739 5.73140
H: -1.71638 2.10070 4.28932
H: -0.95594 3.15257 5.48690
C: -0.36721 3.95499 2.61522
H: -0.63773 4.76122 3.33521
H: -1.31703 3.40765 2.34656
H: -0.01197 4.44586 1.70272
C: 2.33037 3.08825 1.18828
H: 3.00624 3.87100 1.57837
H: 1.59994 3.56029 0.52190
H: 2.92195 2.39641 0.58747
C: 3.39089 0.51322 2.60138
H: 4.23199 0.98021 3.15068
H: 3.61089 0.59681 1.52727
H: 3.39453 -0.55501 2.85356
C: -0.34332 -2.24293 0.22370
C: 0.78057 -2.47846 0.90937
C: 2.19603 -2.34288 0.46308
C: 2.43210 -1.51551 -0.84257
C: 1.98994 -0.09667 -0.74657
C: 0.76685 0.39046 -0.96259
C: -0.45524 -0.32653 -1.46304
C: -0.53078 -1.84661 -1.20029
H: 2.64115 -3.33799 0.30155
H: 1.98833 -2.04622 -1.70484
H: 2.79623 -1.91073 1.28963
H: 0.13440 -2.39809 -1.87956
H: -1.29789 -2.25599 0.77782
H: 0.68420 -2.74240 1.96630
H: -1.55769 -2.15541 -1.46519
H: -1.34834 0.13497 -0.99791
H: 0.58952 1.46051 -0.76911
H: -0.57952 -0.14575 -2.55555
H: 3.52933 -1.48909 -0.99054
H: 2.80251 0.59521 -0.49496
P: -0.70875 -0.17971 -5.49562
P: -0.49021 2.43343 -6.84228
C: -0.76198 -0.29582 -7.36887
C: -1.12302 1.06666 -7.96452
H: -1.50812 -1.05465 -7.64590
H: 0.22133 -0.64616 -7.72490
H: -0.69465 1.19555 -8.97058
H: -2.21461 1.19363 -8.04949
C: -1.26325 3.78913 -7.81940
H: -0.87322 4.74848 -7.45871
H: -2.34987 3.76061 -7.67021
H: -1.03818 3.68478 -8.89001
C: 1.17265 2.53279 -7.64940
H: 1.07369 2.50001 -8.74472
H: 1.80490 1.70409 -7.30625
H: 1.62697 3.48825 -7.35489
C: -2.23645 -1.16416 -5.19208
H: -2.31115 -1.41378 -4.12542
H: -2.23057 -2.07817 -5.80229
H: -3.09996 -0.54621 -5.47524
C: 0.61507 -1.43246 -5.24796
H: 1.55558 -1.00607 -5.62387
H: 0.39496 -2.35866 -5.79637
H: 0.72947 -1.64255 -4.17519
O: -1.08320 -0.74158 6.40292
C: -1.69892 -1.97073 6.33768
C: -1.94281 -2.65120 7.54505
C: -2.70289 -3.80903 7.54587
C: -3.19962 -4.30807 6.33298
C: -2.92456 -3.63433 5.13815
C: -2.14527 -2.47237 5.09885
C: -1.91174 -1.85929 3.73402
O: -2.26590 -2.49732 2.73482
O: -1.29282 -0.70160 3.70433
H: -0.86298 -0.54999 7.33330
H: -1.56972 -2.22837 8.47867
H: -2.91681 -4.32018 8.47594
H: -3.80431 -5.20701 6.31749
H: -3.32682 -3.99589 4.19356

Summary:
* highest occupied orbital energy (alpha / beta): -9.138 / -9.138 eV
* Kohn-Sham gap (alpha / beta): 3.40 / 5.81 eV
* multiplicity: 8
* net charge: +1
* total energy: -2883.8357 Ha
* ⟨S²⟩: 16.05

---

(3)
Density functional theory data (ωB97M-V/def2-TZVPD) for C12H30F14Li7N8O37S14 as an isolated structure in a non-equilibrium geometry.

Cartesian coordinates (Å):
Li: -3.31313 1.09800 -0.65253
Li: 2.28812 -4.24161 0.13855
Li: 1.81306 1.90225 2.21568
Li: 0.71927 -2.53689 0.46059
Li: 2.54433 3.90967 3.54365
Li: 0.29006 -2.18139 5.38129
Li: -5.69732 0.43617 -0.51936
N: 3.03845 3.31328 1.63050
S: 4.33957 2.94883 0.94505
O: 5.37088 3.99739 0.74273
O: 4.23409 1.85467 -0.00281
F: 5.03953 2.20972 2.20919
S: 2.46164 4.23659 0.29753
O: 2.23300 3.58591 -0.98166
O: 2.96397 5.58715 0.04405
F: 0.89983 4.34818 0.85624
N: -4.79573 1.98772 0.28729
S: -4.79939 2.15661 1.77942
O: -6.08186 2.13038 2.44842
O: -3.76802 3.03532 2.30761
F: -4.21635 0.68434 2.04182
S: -5.50670 3.47660 -0.02854
O: -4.71502 4.67807 0.27491
O: -6.99592 3.57103 0.10271
F: -5.18861 3.38127 -1.67610
N: 4.24693 -4.25312 -3.51889
S: 5.76458 -3.94952 -3.37215
O: 6.30330 -3.66738 -2.05500
O: 6.43894 -3.54961 -4.61696
F: 6.12290 -5.53632 -3.45546
S: 3.68128 -2.78607 -2.89352
O: 4.48322 -1.58391 -2.99769
O: 2.87327 -3.00093 -1.72273
F: 2.40767 -2.59460 -3.87367
N: 1.45742 2.36303 4.03024
S: -0.17724 2.56133 4.57063
O: -0.37251 2.73526 5.99832
O: -1.19404 1.96033 3.70368
F: -0.19215 4.07566 4.06767
S: 1.67859 1.25882 5.02665
O: 0.96721 0.01122 4.77200
O: 1.98077 1.59814 6.38506
F: 3.15958 0.88763 4.53590
N: 0.38475 -4.29354 -0.21669
S: 0.05304 -4.55195 -1.86040
O: -1.27036 -4.83034 -2.47169
O: 1.11038 -5.16997 -2.60265
F: 0.31526 -3.02192 -2.35138
S: -0.78675 -5.22093 0.23824
O: -0.76865 -6.63336 -0.15697
O: -2.03462 -4.44185 0.46413
F: -0.25804 -5.27824 1.74597
N: -4.20172 -0.53378 -1.22566
S: -4.45513 -0.91869 -2.84201
O: -5.84910 -1.29144 -3.20139
O: -3.40608 -1.20430 -3.80709
F: -4.54936 0.68483 -2.92588
S: -3.87105 -2.00830 -1.04839
O: -2.67416 -2.60134 -1.68121
O: -4.98894 -2.94063 -0.85877
F: -3.38126 -1.80464 0.48647
N: 2.40468 -2.79118 1.40667
S: 3.24706 -1.23923 1.34484
O: 4.65472 -1.33017 1.05248
O: 2.65170 -0.12905 2.10375
F: 2.64013 -0.90681 -0.07823
S: 2.75333 -2.93983 2.91130
O: 1.73119 -2.37849 3.76794
O: 4.13438 -2.86942 3.36441
F: 2.44149 -4.51164 3.00840
N: -0.54709 0.33237 0.74768
O: -0.24930 -0.83481 1.05014
O: -1.51849 0.51991 0.15026
O: 0.20468 1.23011 1.06458
C: -2.38025 2.56570 -3.49502
O: -2.43005 2.48778 -2.01876
C: -1.75294 3.45896 -1.23846
C: -1.88760 4.95885 -1.64311
O: -1.34457 5.21220 -2.92032
C: -1.73581 6.49477 -3.35642
H: -1.37308 2.91869 -3.71663
H: -3.03523 3.35748 -3.85859
H: -2.45603 1.52799 -3.81986
H: -0.70084 3.24972 -1.43191
H: -1.94267 3.26029 -0.18364
H: -1.46350 5.70123 -0.96702
H: -2.93522 5.24090 -1.53812
H: -2.80868 6.51672 -3.54767
H: -1.26777 6.49600 -4.34081
H: -1.43371 7.25297 -2.63394
C: 0.16135 -0.07188 -2.95122
O: 0.86132 0.43626 -4.02506
C: 1.78830 1.45663 -3.65524
C: 2.69457 1.86484 -4.81155
O: 3.51228 0.80363 -5.35344
C: 4.26152 1.14151 -6.48549
H: -0.39904 0.69213 -2.41237
H: 0.80113 -0.73175 -2.36526
H: -0.62327 -0.71322 -3.35267
H: 2.48271 1.14494 -2.87501
H: 1.31189 2.36737 -3.29236
H: 3.38836 2.65566 -4.52631
H: 2.12864 2.33220 -5.61740
H: 4.70047 2.13783 -6.53797
H: 3.70669 0.89586 -7.39099
H: 5.12048 0.48022 -6.59944
C: -1.95080 -0.85964 4.06891
O: -1.62227 -2.01898 4.81209
C: -1.91927 -3.22123 4.04675
C: -1.62061 -4.44694 4.88248
O: -0.47664 -4.23890 5.65777
C: 0.00214 -5.50586 6.11173
H: -2.03835 -0.12849 4.87257
H: -2.98638 -0.80900 3.73258
H: -1.19403 -0.76003 3.29079
H: -1.24510 -3.33345 3.19763
H: -2.93905 -3.21812 3.66187
H: -1.59635 -5.35136 4.27458
H: -2.42427 -4.64268 5.59235
H: 0.61042 -5.96697 5.33361
H: -0.82067 -6.13735 6.44682
H: 0.56749 -5.14355 6.97034

Summary:
* highest occupied orbital energy: -7.170 eV
* Kohn-Sham gap: 6.83 eV
* net charge: -1
* total energy: -10722.4901 Ha

---

(4)
Density functional theory data (ωB97M-V/def2-TZVPD) for one molecule with the formula CH2OS2 in a non-equilibrium geometry.

Cartesian coordinates (Å):
O: -0.12722 1.37154 -0.04804
C: 0.12477 0.08553 -0.17850
S: 1.65310 -0.56840 -0.14639
S: -1.44317 -0.55380 -0.18988
H: 0.80632 1.55486 -0.12841
H: -1.01381 -1.88974 0.69121

Summary:
* highest occupied orbital energy: -9.315 eV
* Kohn-Sham gap: 8.86 eV
* SMILES: OC(=S)S
* total energy: -910.8523 Ha

---

> Look up the total energy of the third one.

-10722.4901 Ha